Here is a molecular structure, C30H43Cl3NPRu at a distorted geometry from OMol25. Energies are from ωB97M-V/def2-TZVPD.

Element x y z (Å)
P: 0.895067 -1.596044 0.847278
C: 2.071050 -0.373009 1.431375
C: 2.934297 -1.355496 2.288680
C: 4.117809 -0.615131 2.938562
C: 4.913513 0.217951 1.895097
C: 4.072088 1.161118 0.980951
C: 2.879868 0.400353 0.357376
C: 0.715444 -2.016026 -0.878028
C: 1.686112 -3.231364 -0.842400
C: 1.571005 -3.998281 -2.172768
C: 1.767532 -3.071769 -3.405956
C: 0.954805 -1.741050 -3.397811
C: 1.070377 -1.032364 -2.025995
C: -0.323861 -2.245797 2.012250
C: -0.658938 -1.308998 3.236230
C: -1.432225 -2.105533 4.315596
C: -2.698712 -2.802328 3.774821
C: -2.538568 -3.485699 2.402959
C: -1.722414 -2.634253 1.399116
H: 1.629948 0.408349 2.063994
H: 3.255929 -2.181414 1.630215
H: 2.303036 -1.768831 3.098949
H: 4.744875 -1.372944 3.466502
H: 3.662559 0.075648 3.666063
H: 5.622826 0.845726 2.436166
H: 5.464651 -0.473338 1.247634
H: 3.647385 1.976774 1.583305
H: 4.691069 1.615931 0.172701
H: 2.170972 1.082718 -0.113485
H: 3.240261 -0.305552 -0.406838
H: -0.308055 -2.340887 -1.114683
H: 0.534668 -4.368115 -2.189421
H: 1.405894 -3.918328 -0.018691
H: 2.714084 -2.856457 -0.659338
H: 2.288479 -4.846123 -2.144645
H: 1.476415 -3.627393 -4.303534
H: 2.834150 -2.815332 -3.483962
H: 1.280391 -1.056504 -4.221649
H: -0.108202 -1.962171 -3.564854
H: 0.397867 -0.180637 -1.931485
H: 2.088027 -0.631285 -1.896421
H: 0.254061 -3.188898 2.334517
H: 0.266498 -0.910806 3.692946
H: -1.229845 -0.420855 2.947171
H: -0.743623 -2.877157 4.674848
H: -1.707472 -1.456745 5.176716
H: -3.528129 -2.080556 3.730936
H: -2.994904 -3.565477 4.496291
H: -3.543455 -3.732375 1.992419
H: -1.981728 -4.419071 2.537323
H: -1.590335 -3.228581 0.476222
H: -2.312073 -1.764082 1.099503
Ru: -1.923975 2.411426 -0.149311
Cl: -2.726245 0.238483 -0.868488
Cl: -1.045985 2.343149 2.032537
C: -0.207078 2.804787 -0.823031
H: 0.772705 2.802555 -0.235204
C: 0.133518 2.845108 -2.260446
C: -0.675954 2.232569 -3.227392
C: -0.576343 2.604111 -4.596667
C: 0.371597 3.543416 -4.975312
C: 1.256558 4.127201 -4.004832
C: 1.167973 3.754881 -2.687342
H: -1.484959 1.575378 -2.885644
H: -1.260559 2.165593 -5.320933
H: 1.989936 4.884248 -4.311559
H: 1.737014 4.230213 -1.893233
H: 0.448552 3.864397 -6.006106
Cl: -7.064662 2.499419 1.806900
C: -5.784345 3.210439 0.816120
C: -5.946423 4.323383 -0.057760
C: -4.871399 4.881371 -0.876531
C: -3.669499 4.248478 -0.738748
N: -3.568231 3.303065 0.202269
C: -4.533074 2.637314 0.913954
H: -6.932198 4.754629 -0.091321
H: -4.964150 5.777941 -1.572538
H: -2.705407 4.334430 -1.257473
H: -4.137842 1.780504 1.435343

Cartesian forces, eV/Å:
P -1.4813 1.8082 -0.3595
C 0.8382 0.1089 0.3962
C 0.3396 0.6756 0.3708
C -0.3492 0.0744 -0.5230
C -0.1455 0.1018 -0.0807
C -0.5528 -0.6291 0.3651
C 0.0154 -0.5510 -0.0095
C 0.4659 -0.3228 -0.8674
C -0.1908 -0.4969 -0.8883
C -0.0317 0.5707 0.0678
C 0.0751 0.1855 0.0265
C 0.0135 -0.1845 0.6345
C 0.3574 0.2058 0.3045
C -1.0406 -0.3818 0.8726
C 0.6632 -0.1964 0.4337
C 0.0548 -0.1098 -0.4269
C -0.1695 0.2642 -0.0620
C 0.4165 0.3121 0.0494
C 0.2112 -0.7529 -0.3655
H -0.4443 -0.3480 0.0371
H 0.1624 0.1971 0.3513
H 0.2667 -0.0598 -0.4035
H -0.2215 0.8082 -0.3101
H 0.3413 -0.2068 0.0457
H 0.2499 -0.1690 -0.0717
H 0.1137 0.0543 0.0875
H 0.2071 -0.0547 -0.1002
H -0.3721 -0.3769 0.6542
H 0.1280 0.0866 -0.2018
H 0.0788 0.2152 0.2265
H 0.0836 -0.0418 0.5479
H 0.2945 -0.2779 -0.1071
H 0.2778 0.2245 -0.2926
H -0.3729 -0.2518 -0.1186
H -0.5212 0.4033 -0.3585
H 0.2769 0.0002 0.0419
H -0.1402 -0.1203 -0.0639
H -0.1959 -0.5954 0.7422
H 0.1388 0.0329 -0.0622
H -0.1077 0.1262 -0.2593
H -0.3347 -0.2689 -0.1358
H -1.1799 1.0051 0.0816
H -0.3034 -0.1814 -0.1480
H 0.0882 -0.1647 -0.4983
H -0.0350 -0.0285 0.2252
H 0.2962 -0.3344 -0.6106
H 0.2662 -0.0750 -0.0870
H -0.1397 0.0274 0.0788
H 0.7360 0.1712 0.1412
H -0.1626 -0.1505 0.0440
H -0.0228 0.1742 0.3259
H 0.4453 0.3073 0.0672
Ru 3.1787 -2.9465 -0.1680
Cl 0.1597 -0.3176 -0.1161
Cl 0.2652 -0.3400 1.1171
C 2.4122 -0.7694 -1.2047
H -1.0979 0.3852 -0.1167
C -0.0014 0.9383 0.7158
C -0.2483 0.3582 -1.1694
C 0.3514 -0.2148 1.3279
C 0.7094 0.5122 0.4240
C -0.4029 -0.4597 -0.7808
C -0.9543 -0.5972 0.0288
H 0.3639 0.1664 -0.1973
H 0.1491 0.0940 0.0545
H -0.3106 -0.3207 0.0056
H 0.1491 0.0168 -0.2028
H -0.0170 -0.0037 -0.0646
Cl -0.0005 0.4576 -0.5179
C 1.6435 -0.6482 -0.2049
C -0.9586 0.6527 0.1471
C 0.0471 0.2544 -0.6329
C -1.3513 0.7244 -0.0278
N -0.6076 -0.0410 1.2329
C -1.2557 1.5818 -0.5177
H -0.1492 0.2204 -0.0863
H -0.2668 -1.4564 1.0425
H -0.5554 0.9931 -0.3117
H -0.6392 -0.0502 0.4163

## Properties
Highest occupied orbital energy (spin up / spin down) in eV: -1.00 / -3.03
HOMO-LUMO gap (spin up / spin down) in eV: 2.745 / 3.383
Total charge: -1
2S+1: 6
Energy in eV: -82731.2740

These are the Löwdin partial charges, in e, on atoms 1 to 2: 1.240 -0.384